Record 1
{
  "formula": "C27H46BrNOP2W",
  "method": "ωB97M-V/def2-TZVPD",
  "e_tot_ha": -4508.302927,
  "homo_lumo_gap_ev": [5.463, 4.710],
  "multiplicity": 3,
  "s_squared": 2.485,
  "total_charge": 4,
  "species": ["N", "C", "C", "C", "C", "C", "C", "W", "P", "C", "C", "C", "C", "C", "C", "C", "Br", "H", "H", "H", "H", "H", "H", "H", "H", "H", "H", "P", "C", "C", "H", "H", "H", "H", "H", "C", "C", "H", "H", "H", "H", "H", "C", "C", "H", "H", "H", "H", "H", "C", "C", "H", "H", "H", "H", "H", "C", "C", "H", "H", "H", "H", "H", "C", "C", "H", "H", "H", "H", "H", "C", "C", "O", "H", "H", "H", "H", "H", "H"],
  "coordinates": [[-6.390, 4.795, -5.854], [-6.081, 5.062, -4.585], [-5.187, 4.296, -3.824], [-4.469, 3.224, -4.429], [-4.812, 2.960, -5.770], [-5.775, 3.751, -6.428], [-3.411, 2.484, -3.727], [1.145, -0.291, -2.266], [3.278, -0.504, -1.544], [-2.357, 1.736, -4.158], [-1.228, 1.550, -3.266], [0.132, 1.448, -3.668], [1.263, 1.685, -2.761], [0.864, 1.893, -1.347], [-0.461, 2.165, -1.060], [-1.478, 1.664, -1.869], [1.549, 1.467, 0.432], [-3.414, 2.729, -2.678], [-2.244, 1.433, -5.201], [-5.079, 4.572, -2.779], [-4.362, 2.134, -6.319], [-6.575, 5.945, -4.157], [-6.070, 3.574, -7.468], [0.311, 1.261, -4.745], [-2.475, 1.524, -1.465], [2.247, 1.432, -3.208], [-0.631, 2.661, -0.103], [-0.556, -1.371, -1.334], [4.023, 1.215, -1.190], [5.415, 1.729, -1.489], [3.797, 1.423, -0.126], [3.343, 1.876, -1.747], [5.483, 2.794, -1.245], [6.181, 1.214, -0.912], [5.642, 1.654, -2.549], [3.752, -1.336, -3.135], [5.086, -2.061, -3.353], [3.598, -0.529, -3.876], [2.933, -2.057, -3.311], [5.240, -2.371, -4.386], [5.940, -1.441, -3.089], [5.175, -2.987, -2.791], [3.229, -1.571, -0.026], [4.472, -1.828, 0.832], [2.757, -2.519, -0.361], [2.486, -1.075, 0.618], [4.269, -2.527, 1.643], [5.311, -2.236, 0.273], [4.831, -0.929, 1.330], [-0.472, -2.356, 0.192], [-1.020, -3.756, -0.084], [-1.066, -1.808, 0.950], [0.560, -2.353, 0.572], [-2.100, -3.820, 0.078], [-0.816, -4.092, -1.108], [-0.563, -4.480, 0.593], [0.440, -2.164, -2.798], [-0.445, -2.592, -3.997], [0.967, -3.049, -2.428], [1.201, -1.455, -3.401], [-1.070, -3.465, -3.769], [-1.088, -1.779, -4.357], [0.237, -2.877, -4.806], [-2.318, -1.454, -1.808], [-3.255, -1.323, -0.617], [-2.462, -2.393, -2.373], [-2.461, -0.637, -2.538], [-4.087, -0.672, -0.881], [-3.685, -2.290, -0.357], [-2.764, -0.904, 0.263], [-1.459, 1.078, 4.218], [-1.486, 0.630, 2.768], [-2.146, -0.609, 2.556], [-2.432, 0.936, 4.690], [-1.175, 2.127, 4.303], [-0.738, 0.495, 4.795], [-1.975, 1.391, 2.131], [-0.481, 0.506, 2.343], [-2.890, -0.657, 3.206]]
}

Record 2
{
  "formula": "C2H3F2NO2S",
  "method": "ωB97M-V/def2-TZVPD",
  "de_lowest_kcal_mol": 67.3,
  "e_tot_ha": -880.998430,
  "homo_lumo_gap_ev": 8.874,
  "smiles": "C=C(F)F.O=NSO",
  "species": ["C", "C", "F", "F", "H", "H", "O", "N", "S", "O", "H"],
  "coordinates": [[0.194, 1.543, 0.243], [-1.061, 1.438, 0.265], [-1.794, 0.437, 0.710], [-1.916, 2.325, -0.348], [0.611, 2.210, -0.471], [0.755, 0.785, 0.763], [1.213, -2.186, 1.640], [0.882, -1.881, 0.513], [-0.269, -2.314, -0.455], [0.251, -1.256, -1.571], [1.134, -1.102, -1.289]]
}

Record 3
{
  "formula": "C3H3NO3",
  "method": "ωB97M-V/def2-TZVPD",
  "de_lowest_kcal_mol": 40.3,
  "e_tot_ha": -396.560252,
  "homo_lumo_gap_ev": 10.484,
  "smiles": "[H]/N=C(/C=O)OC=O",
  "species": ["H", "N", "C", "C", "O", "O", "C", "O", "H", "H"],
  "coordinates": [[0.660, -0.218, -2.329], [0.835, 0.517, -1.647], [0.197, 0.309, -0.580], [0.348, 1.427, 0.423], [-0.288, 1.617, 1.426], [-0.710, -0.708, -0.391], [-0.702, -1.486, 0.750], [0.288, -1.928, 1.250], [1.110, 2.110, 0.027], [-1.740, -1.637, 1.071]]
}

Record 4
{
  "formula": "C5H9N2O",
  "method": "ωB97M-V/def2-TZVPD",
  "de_lowest_kcal_mol": 106.1,
  "e_tot_ha": -380.282663,
  "homo_lumo_gap_ev": [7.829, 7.830],
  "total_charge": 1,
  "species": ["C", "C", "C", "C", "C", "N", "N", "O", "H", "H", "H", "H", "H", "H", "H", "H", "H"],
  "coordinates": [[-1.345, -1.271, -2.170], [0.350, 0.866, 1.407], [-0.718, 1.074, 0.280], [1.068, -0.402, 0.890], [-0.471, 0.180, -0.895], [-1.252, -1.054, -0.881], [1.008, -0.176, -0.569], [-0.939, -1.478, -3.230], [0.991, 1.683, 1.611], [-0.290, 0.743, 2.287], [-1.748, 0.876, 0.749], [-0.531, 2.127, -0.034], [2.148, -0.393, 1.297], [0.586, -1.307, 1.212], [-1.881, -1.396, -0.127], [1.469, 0.725, -0.679], [1.556, -0.796, -1.150]]
}

Record 5
{
  "formula": "C30H45BrLuO2P2",
  "method": "ωB97M-V/def2-TZVPD",
  "de_lowest_kcal_mol": 8.8,
  "e_tot_ha": -5812.653873,
  "homo_lumo_gap_ev": 7.873,
  "total_charge": 1,
  "species": ["Lu", "C", "C", "C", "C", "C", "C", "H", "H", "H", "C", "H", "H", "H", "C", "H", "H", "H", "C", "H", "H", "H", "C", "H", "H", "H", "C", "C", "C", "C", "C", "C", "C", "C", "H", "H", "H", "H", "H", "H", "H", "H", "H", "H", "H", "H", "P", "C", "C", "P", "C", "C", "C", "H", "H", "H", "H", "H", "H", "H", "H", "H", "H", "H", "H", "H", "H", "Br", "C", "C", "C", "C", "C", "C", "C", "O", "O", "H", "H", "H", "H"],
  "coordinates": [[-0.850, -0.876, -1.325], [-1.374, 1.808, -1.529], [-0.491, 1.435, -2.588], [-2.450, 0.241, -2.843], [-2.586, 1.074, -1.687], [-1.156, 0.468, -3.401], [-1.232, 2.989, -0.640], [-0.183, 3.295, -0.550], [-1.616, 2.781, 0.370], [-1.795, 3.853, -1.039], [-3.839, 1.311, -0.931], [-3.625, 1.375, 0.144], [-4.557, 0.492, -1.072], [-4.330, 2.257, -1.224], [-3.504, -0.665, -3.375], [-4.381, -0.095, -3.724], [-3.861, -1.370, -2.604], [-3.126, -1.246, -4.226], [-0.614, -0.150, -4.646], [-1.027, 0.335, -5.545], [-0.857, -1.221, -4.712], [0.480, -0.054, -4.698], [0.780, 2.107, -2.967], [0.668, 2.635, -3.930], [1.598, 1.382, -3.096], [1.102, 2.840, -2.217], [1.327, 1.860, 3.510], [2.365, 2.680, 3.279], [3.422, 2.459, 2.238], [3.978, 1.014, 2.168], [3.472, 0.190, 0.959], [2.188, 0.677, 0.304], [0.963, 1.019, 1.141], [1.019, 0.673, 2.640], [4.274, 3.089, 2.538], [3.775, 0.489, 3.111], [3.093, 2.795, 1.241], [1.700, -0.173, 2.822], [0.679, 1.988, 4.386], [2.524, 3.595, 3.871], [0.038, 0.263, 2.903], [0.772, 2.093, 1.017], [2.380, 1.454, -0.455], [0.023, 0.546, 0.767], [5.082, 1.059, 2.085], [4.266, 0.273, 0.196], [3.334, -1.626, 1.213], [3.264, -2.093, 2.954], [4.899, -2.340, 0.604], [1.573, -0.861, -0.901], [1.816, -2.130, 0.456], [3.136, -0.907, -1.869], [0.728, -2.333, -2.275], [2.253, -2.456, 3.195], [3.537, -1.273, 3.632], [3.978, -2.920, 3.098], [5.260, -3.096, 1.321], [5.660, -1.546, 0.536], [4.798, -2.814, -0.382], [1.270, -3.235, -1.978], [1.045, -2.004, -3.276], [-0.376, -2.635, -2.320], [0.989, -2.125, 1.206], [1.947, -3.159, 0.073], [2.843, -0.684, -2.907], [3.605, -1.903, -1.857], [3.877, -0.143, -1.592], [-2.855, 1.351, 2.751], [-4.159, 0.008, 2.342], [-5.518, 0.279, 2.540], [-6.484, -0.582, 2.002], [-6.079, -1.710, 1.279], [-4.726, -2.015, 1.151], [-3.753, -1.183, 1.715], [-2.299, -1.422, 1.476], [-1.452, -1.489, 2.359], [-2.049, -1.546, 0.175], [-5.822, 1.180, 3.069], [-7.547, -0.376, 2.145], [-6.816, -2.357, 0.797], [-4.394, -2.900, 0.606]]
}

Copy entry 3 word for word.
{
  "formula": "C3H3NO3",
  "method": "ωB97M-V/def2-TZVPD",
  "de_lowest_kcal_mol": 40.3,
  "e_tot_ha": -396.560252,
  "homo_lumo_gap_ev": 10.484,
  "smiles": "[H]/N=C(/C=O)OC=O",
  "species": ["H", "N", "C", "C", "O", "O", "C", "O", "H", "H"],
  "coordinates": [[0.660, -0.218, -2.329], [0.835, 0.517, -1.647], [0.197, 0.309, -0.580], [0.348, 1.427, 0.423], [-0.288, 1.617, 1.426], [-0.710, -0.708, -0.391], [-0.702, -1.486, 0.750], [0.288, -1.928, 1.250], [1.110, 2.110, 0.027], [-1.740, -1.637, 1.071]]
}

Please write out number 2 again, unchanged.
{
  "formula": "C2H3F2NO2S",
  "method": "ωB97M-V/def2-TZVPD",
  "de_lowest_kcal_mol": 67.3,
  "e_tot_ha": -880.998430,
  "homo_lumo_gap_ev": 8.874,
  "smiles": "C=C(F)F.O=NSO",
  "species": ["C", "C", "F", "F", "H", "H", "O", "N", "S", "O", "H"],
  "coordinates": [[0.194, 1.543, 0.243], [-1.061, 1.438, 0.265], [-1.794, 0.437, 0.710], [-1.916, 2.325, -0.348], [0.611, 2.210, -0.471], [0.755, 0.785, 0.763], [1.213, -2.186, 1.640], [0.882, -1.881, 0.513], [-0.269, -2.314, -0.455], [0.251, -1.256, -1.571], [1.134, -1.102, -1.289]]
}